[1]
Formula: C19H26BN6O14PS
Source: OMol25
Level of theory: ωB97M-V/def2-TZVPD

Highest occupied orbital energy   -7.9 eV
Orbital gap   7.6068 eV
SMILES   COB(O)c1cccc2c1Sc1c(N=C=O)cccc1N2CP(=O)(O)O.C[N+](=O)[O-].C[N+](=O)[O-].C[N+](=O)[O-].C[N+](=O)[O-]
Electronic energy   -78512.3329 eV

XYZ file:
```
68
Properties=species:S:1:pos:R:3:forces:R:3
C 5.707 -3.165 0.685 0.964 -0.206 0.712
O 4.470 -3.790 0.222 -0.960 1.972 1.276
B 3.381 -3.109 0.940 0.805 -0.768 0.135
O 3.106 -3.580 2.279 -0.507 0.069 -2.588
C 2.646 -1.887 0.177 -1.159 3.212 -2.544
C 3.156 -1.534 -1.294 -2.137 2.137 0.416
C 2.557 -0.355 -2.156 -1.840 -0.714 4.502
C 1.413 0.496 -1.505 1.138 -2.166 1.724
C 0.853 0.218 -0.045 3.672 -2.076 -2.732
C 1.500 -0.977 0.743 0.351 1.380 -2.168
S 0.856 -1.295 2.465 0.279 1.928 -0.748
C 0.362 0.431 3.019 -0.502 2.204 -0.066
C 0.466 0.826 4.562 -1.324 3.863 -2.470
N 0.922 -0.102 5.628 5.179 0.377 -2.212
C 2.197 -0.448 5.442 -0.034 -4.840 -2.273
O 3.167 -1.189 5.121 -5.610 5.396 2.665
C 0.080 2.315 4.975 -0.578 -0.864 -3.964
C -0.422 3.321 3.871 0.813 -3.246 -1.663
C -0.517 2.896 2.351 1.339 -2.604 2.487
C -0.116 1.420 1.897 -0.110 2.503 4.246
N -0.200 1.148 0.439 0.518 -2.188 1.517
C -1.576 0.791 -0.024 -1.413 1.367 0.158
P -2.166 -0.943 0.420 -0.619 -4.603 -1.044
O -1.342 -2.089 -0.223 -1.841 3.057 1.993
O -3.765 -1.093 -0.268 2.268 -0.145 1.347
O -2.409 -1.174 2.123 0.234 -0.180 -3.338
H 5.561 -2.072 1.054 0.184 -1.759 -0.731
H 6.494 -3.184 -0.151 -1.338 0.080 1.117
H 6.118 -3.786 1.569 -0.570 1.084 -1.319
H 3.002 -4.558 2.226 0.555 0.923 0.278
H 4.023 -2.123 -1.795 -1.751 0.925 1.293
H 2.914 -0.058 -3.202 -0.490 -0.729 1.827
H 0.958 1.382 -2.096 0.939 -1.731 1.205
H 0.149 2.714 6.049 -0.036 -1.057 -1.820
H -0.718 4.417 4.105 0.652 -2.242 -0.190
H -0.852 3.641 1.531 0.662 -1.383 1.629
H -1.686 0.939 -1.173 0.356 -0.696 1.982
H -2.332 1.545 0.444 1.376 -1.255 -0.690
H -3.898 -2.071 -0.419 0.401 1.286 0.120
H -2.399 -2.173 2.213 0.203 1.171 -0.030
C -0.676 4.976 -3.301 -0.176 0.284 0.109
N 0.254 3.842 -3.058 0.151 -0.058 0.200
O 0.679 3.697 -1.920 -0.180 -0.063 -0.797
O 0.527 3.135 -4.019 -0.019 0.304 0.657
H -0.827 5.513 -2.366 0.116 -0.181 -0.109
H -0.217 5.623 -4.048 -0.116 -0.133 -0.024
H -1.616 4.559 -3.662 0.184 0.032 -0.105
C -6.320 -1.520 2.015 -0.007 0.334 0.171
N -6.781 -2.607 1.111 -0.235 -0.193 -0.268
O -7.737 -2.367 0.387 0.602 -0.325 0.368
O -6.165 -3.662 1.159 -0.396 0.640 -0.148
H -6.953 -0.646 1.867 0.049 -0.224 -0.067
H -6.403 -1.887 3.038 0.120 -0.042 -0.148
H -5.285 -1.295 1.757 -0.087 -0.114 0.090
C -0.520 -5.722 0.736 0.205 -0.170 -0.227
N -1.775 -5.204 1.340 -0.511 -0.017 -0.130
O -2.829 -5.626 0.892 0.651 0.464 0.439
O -1.656 -4.390 2.245 -0.191 -0.278 -0.401
H -0.775 -6.432 -0.050 -0.076 0.151 0.172
H 0.022 -4.870 0.325 -0.083 0.003 0.159
H 0.048 -6.210 1.528 -0.048 0.171 -0.037
C 2.456 5.392 -7.148 0.159 -0.206 -0.245
N 1.200 5.911 -6.546 -0.433 -0.037 -0.074
O 0.146 5.492 -6.998 0.598 0.412 0.492
O 1.317 6.724 -5.637 -0.210 -0.497 -0.427
H 2.202 4.685 -7.936 -0.073 0.146 0.176
H 3.002 6.243 -7.554 -0.026 -0.072 0.188
H 3.022 4.901 -6.356 -0.040 0.183 -0.051
```
Forces are in eV/Å.

***

[2]
Formula: C19H26BN7Pt
Source: OMol25
Level of theory: ωB97M-V/def2-TZVPD

Highest occupied orbital energy (alpha / beta)   -20.9 / -20.1 eV
Spin multiplicity   5
Orbital gap (alpha / beta)   7.2389 / 2.8338 eV
Energy relative to the best compared isomer or geometry (same formula, charge and spin)   0.594 eV
Electronic energy   -34428.6454 eV
Charge   +4

XYZ file:
```
54
Properties=species:S:1:pos:R:3:forces:R:3
C -0.633 -2.968 0.615 0.270 0.795 -0.154
N -1.313 -1.860 0.292 2.077 0.258 0.808
N -2.482 -2.210 -0.316 -0.433 -1.437 -0.745
C -2.489 -3.548 -0.456 -1.326 1.813 -0.445
C -1.333 -4.069 0.136 0.621 -0.212 0.407
B -3.485 -1.122 -0.832 -0.133 0.363 -0.069
N -3.786 -0.116 0.304 -0.915 -0.259 0.235
N -2.798 0.504 1.022 -1.478 1.138 0.218
C -3.421 1.280 1.964 -0.686 -0.417 -0.590
C -4.810 1.218 1.765 1.508 0.335 0.598
C -4.990 0.341 0.697 1.067 -0.861 -0.590
Pt -0.811 0.172 0.335 -0.188 -1.007 0.701
N -2.797 -0.284 -1.953 -0.992 -0.720 -1.536
N -1.669 0.457 -1.769 0.141 0.541 -0.757
C -1.362 1.035 -2.968 -1.085 -0.868 -0.445
C -2.329 0.644 -3.938 1.214 0.280 1.913
C -3.229 -0.181 -3.235 0.903 -0.051 1.753
H -0.524 1.682 -3.177 0.094 -0.031 0.462
H -4.110 -0.688 -3.554 -0.505 -0.247 -0.239
H -2.362 0.879 -4.966 -0.017 0.385 -0.910
H -4.502 -1.636 -1.208 0.387 0.137 -0.022
H -5.893 0.043 0.212 -0.397 -0.239 -0.243
H -3.287 -4.048 -0.977 -0.222 -0.125 0.022
H -5.573 1.738 2.299 -0.287 0.288 0.270
H -1.010 -5.082 0.196 -0.010 -0.636 -0.001
H -2.936 1.876 2.716 0.436 -0.070 -0.045
H 0.329 -2.990 1.117 -0.255 0.296 -0.170
H -0.727 1.999 0.057 0.416 0.855 0.313
C -0.316 2.415 1.076 -0.009 -1.014 0.625
H -1.087 3.120 1.422 0.319 -0.045 -0.612
H -0.267 1.644 1.899 0.271 1.037 -0.320
H 0.696 2.808 0.891 -0.638 -0.092 0.094
C 4.463 2.235 -0.710 -0.367 0.888 -0.182
N 4.077 0.937 -1.196 -0.188 -0.595 2.631
C 5.113 -0.060 -1.197 0.581 -0.153 -1.007
C 2.671 0.471 -0.917 0.520 1.036 -1.776
C 2.346 0.162 0.543 0.775 0.313 0.778
C 3.411 0.170 1.465 -0.102 0.204 -0.322
C 3.380 -0.354 2.751 -0.381 0.621 -0.123
C 2.201 -0.908 3.194 -0.660 -0.408 -0.438
C 1.078 -0.809 2.342 -0.602 -0.880 0.357
C 1.084 -0.169 1.104 1.233 -0.904 -1.342
H 4.954 2.814 -1.509 -0.075 -0.158 0.069
H 5.201 2.161 0.108 -0.114 -0.131 -0.347
H 3.573 2.770 -0.359 0.341 -0.007 -0.166
H 5.141 -0.575 -0.223 -0.154 0.074 -0.132
H 4.907 -0.817 -1.963 0.102 0.078 0.098
H 6.090 0.417 -1.358 -0.327 -0.217 -0.074
H 2.090 1.319 -1.294 -0.340 -0.104 0.100
H 2.575 -0.325 -1.680 -0.476 -0.184 0.914
H 4.343 0.649 1.210 0.077 -0.243 -0.260
H 4.279 -0.275 3.350 -0.118 -0.266 0.124
H 2.161 -1.481 4.117 -0.213 0.249 -0.069
H 0.167 -1.386 2.556 0.341 0.594 0.638
```
Forces are in eV/Å.

***

[3]
Formula: C19H26Cl2F3N3O4P2S
Source: OMol25
Level of theory: ωB97M-V/def2-TZVPD

Highest occupied orbital energy   -8.9 eV
Orbital gap   7.4514 eV
Energy relative to the best compared isomer or geometry (same formula, charge and spin)   0.000 eV
SMILES   CCOCCCCCc1c(S(=O)(=O)C(F)(F)F)cc(C[C@H](C)Cl)c2nc([PH2]=N)c(P(O)Cl)nc12
Electronic energy   -95394.1537 eV

XYZ file:
```
60
Properties=species:S:1:pos:R:3:forces:R:3
C -3.495 -3.531 0.493 0.248 0.204 0.378
C -4.100 -2.905 1.746 -0.098 -0.147 -0.200
O -3.127 -2.183 2.484 -0.259 0.291 0.061
C -3.091 -0.813 2.107 0.418 -0.630 -0.351
C -1.871 -0.167 2.722 -0.364 0.948 0.156
C -1.993 1.364 2.646 -0.418 -0.374 -0.522
C -1.918 1.918 1.209 0.566 0.306 0.632
C -0.486 2.434 0.846 -0.923 -0.223 0.132
C 0.160 1.582 -0.203 -0.062 0.489 0.237
C -0.189 1.606 -1.533 0.659 -0.026 0.454
S -1.456 2.602 -2.287 -0.615 -1.016 -1.759
O -1.121 2.708 -3.680 0.648 0.411 0.195
O -2.754 2.050 -2.038 0.027 0.381 1.115
C -1.394 4.378 -1.700 -0.514 -0.114 -0.250
F -2.212 4.545 -0.670 0.129 0.118 0.347
F -1.851 5.105 -2.703 -0.032 0.071 -0.166
F -0.168 4.775 -1.411 0.261 -0.058 0.242
C 0.453 0.761 -2.466 0.114 -0.067 0.038
C 1.437 -0.114 -2.090 0.080 -0.143 -0.259
C 2.107 -1.049 -3.071 -0.562 0.344 -0.201
C 2.153 -0.594 -4.527 0.663 -0.016 -0.068
C 2.613 0.847 -4.747 -0.714 0.093 0.052
Cl 0.622 -0.950 -5.405 -0.063 0.076 0.028
C 1.816 -0.174 -0.722 -0.227 -0.137 -0.770
N 2.773 -1.074 -0.349 -0.425 0.561 0.565
C 3.039 -1.105 0.931 0.971 -0.422 -0.251
P 4.274 -2.384 1.411 -0.400 -1.129 0.475
N 3.776 -3.476 2.416 -0.037 0.540 -0.202
C 2.415 -0.241 1.883 0.231 -0.230 0.307
P 2.632 -0.146 3.728 -0.493 0.994 0.141
O 1.933 -1.567 4.078 0.240 -0.277 -0.041
Cl 4.672 -0.366 4.058 -0.084 -0.250 -0.206
N 1.516 0.627 1.519 0.082 -0.085 -0.240
C 1.182 0.668 0.199 -0.211 0.191 0.264
H -3.483 -2.804 -0.315 -0.011 -0.072 -0.232
H -2.463 -3.796 0.713 0.082 -0.145 -0.004
H -4.017 -4.432 0.186 -0.185 -0.002 -0.130
H -4.921 -2.250 1.445 -0.103 0.145 0.144
H -4.532 -3.645 2.415 0.152 -0.196 0.064
H -3.036 -0.766 1.016 -0.065 0.164 -0.125
H -4.012 -0.308 2.412 -0.071 0.048 0.162
H -0.960 -0.468 2.210 0.119 -0.344 0.126
H -1.848 -0.446 3.773 0.266 -0.249 0.072
H -1.255 1.855 3.276 0.108 0.005 0.074
H -2.976 1.634 3.032 -0.026 0.018 0.252
H -2.228 1.175 0.483 -0.222 -0.037 -0.085
H -2.612 2.750 1.164 -0.089 0.107 -0.315
H 0.086 2.434 1.762 0.368 -0.047 -0.041
H -0.564 3.468 0.541 0.167 0.096 -0.201
H 0.148 0.825 -3.496 -0.025 -0.043 -0.101
H 1.580 -2.001 -3.036 0.154 -0.218 0.077
H 3.133 -1.220 -2.765 0.118 -0.067 0.155
H 2.882 -1.230 -5.015 -0.050 -0.265 -0.059
H 1.751 1.488 -4.919 -0.006 0.148 0.026
H 3.117 1.229 -3.864 0.249 -0.021 0.010
H 3.247 0.930 -5.621 0.171 -0.026 -0.068
H 5.421 -1.668 1.804 0.025 0.066 -0.259
H 4.651 -2.978 0.190 0.077 0.570 -0.167
H 2.825 -3.309 2.720 0.066 -0.176 0.240
H 1.720 -1.599 5.018 -0.105 -0.129 0.052
```
Forces are in eV/Å.

***

Which formula does entry 1 have? C19H26BN6O14PS

***

The lowest electronic energy belongs to which entry? C19H26Cl2F3N3O4P2S

***

Among the records above, which one has the highest electronic energy? C19H26BN7Pt